52
Properties=species:S:1:pos:R:3:forces:R:3 method="wB97M-V/def2-TZVPD" homo_energy_ev=-8.05 homo_lumo_gap_ha=0.310 largest_force_ha_per_bohr=0.0142 e_above_lowest_kcal_mol=10.1 charge=0 e_tot_ha=-1623.32661
C -1.769 2.766 -3.241 -0.1 0.0 -0.2
O -1.320 2.971 -1.926 0.2 0.0 0.2
C -0.207 2.302 -1.500 0.2 0.1 0.3
C 0.252 2.630 -0.229 -0.3 0.1 -0.2
C 1.395 2.031 0.260 -0.1 -0.1 -0.2
C 2.104 1.101 -0.483 0.3 -0.2 -0.2
C 3.362 0.482 0.053 -0.1 -0.2 0.0
C 3.136 -0.973 0.497 0.2 0.2 0.2
N 1.954 -1.101 1.322 0.0 -0.2 -0.2
C 1.863 -0.533 2.531 -0.7 -0.3 0.0
O 2.774 0.037 3.095 0.4 0.3 0.3
C 0.500 -0.674 3.227 0.4 0.0 0.3
N -0.565 -1.211 2.404 0.2 0.3 0.2
C -0.791 -2.557 2.459 -0.6 -0.3 -0.1
O -0.104 -3.297 3.127 0.2 -0.2 0.1
C -1.970 -3.061 1.641 0.1 -0.2 0.1
C -1.538 -3.340 0.211 0.0 0.3 -0.4
S -0.719 -1.890 -0.569 -0.2 0.0 0.1
C -1.554 -0.554 0.265 0.3 -0.4 -0.2
C -2.370 0.284 -0.474 -0.2 0.1 0.1
C -2.983 1.368 0.126 0.0 0.0 0.0
C -2.773 1.610 1.473 0.0 0.0 0.0
C -1.973 0.765 2.219 0.1 -0.1 0.0
C -1.352 -0.332 1.630 -0.3 0.3 -0.3
C 1.609 0.737 -1.742 0.0 0.2 0.4
O 2.324 -0.212 -2.412 0.1 0.2 0.3
C 1.843 -0.679 -3.646 -0.1 -0.1 -0.2
C 0.464 1.342 -2.248 -0.2 -0.1 -0.4
H -0.995 3.013 -3.975 0.0 0.0 0.0
H -2.104 1.736 -3.403 0.0 0.0 0.0
H -2.615 3.440 -3.373 0.0 -0.1 0.0
H -0.290 3.362 0.346 -0.1 0.1 0.1
H 1.759 2.298 1.241 0.1 0.0 0.1
H 4.137 0.488 -0.714 0.1 0.0 0.0
H 3.703 1.056 0.914 0.0 0.0 -0.1
H 4.002 -1.307 1.074 0.0 0.0 -0.1
H 3.004 -1.616 -0.373 0.0 0.0 0.1
H 1.123 -1.456 0.869 0.0 0.0 0.1
H 0.646 -1.354 4.073 0.0 0.2 -0.1
H 0.229 0.310 3.612 0.0 -0.1 -0.1
H -2.791 -2.342 1.663 0.0 -0.1 0.0
H -2.306 -3.998 2.089 0.0 0.1 0.1
H -0.796 -4.136 0.176 0.0 0.0 0.0
H -2.392 -3.612 -0.411 0.0 -0.1 0.1
H -2.515 0.074 -1.522 0.0 0.0 -0.1
H -3.613 2.023 -0.455 0.0 0.1 -0.1
H -3.245 2.455 1.951 -0.1 0.1 0.1
H -1.841 0.944 3.275 0.0 0.0 0.1
H 2.545 -1.450 -3.963 -0.1 0.0 0.0
H 1.819 0.114 -4.401 0.0 0.0 0.0
H 0.846 -1.120 -3.544 0.0 0.0 0.0
H 0.101 1.068 -3.224 0.0 0.0 -0.1



55
Properties=species:S:1:pos:R:3:forces:R:3 method="wB97M-V/def2-TZVPD" homo_energy_ev=-9.22 homo_lumo_gap_ha=0.336 largest_force_ha_per_bohr=0.0171 e_above_lowest_kcal_mol=15.4 charge=0 e_tot_ha=-1808.14278
C -1.314 -3.755 -1.551 0.0 0.0 0.3
C -0.951 -2.605 -0.598 -0.1 -0.5 0.0
N -2.134 -1.818 -0.305 0.5 0.2 -0.2
C -3.124 -2.285 0.477 -0.5 0.4 -0.1
O -3.125 -3.388 0.980 0.0 -0.3 0.2
C -4.301 -1.321 0.638 0.2 0.0 0.1
C -3.922 0.125 0.950 -0.3 -0.1 0.5
N -3.296 0.783 -0.191 0.3 0.8 -0.1
S -2.599 2.291 0.107 0.2 -0.2 -0.2
O -2.895 3.117 -1.027 0.1 -0.2 -0.2
O -2.962 2.743 1.416 0.0 -0.3 0.1
C -0.849 1.926 0.088 -0.5 0.2 0.0
C -0.013 2.756 -0.645 0.0 0.0 0.0
C 1.350 2.555 -0.644 0.1 0.0 0.1
C 1.905 1.498 0.091 -0.6 -0.1 0.2
C 1.046 0.658 0.814 -0.3 0.3 -0.1
C -0.328 0.886 0.818 0.3 -0.1 0.1
C 1.572 -0.485 1.564 0.0 0.2 0.0
O 0.881 -1.264 2.182 -0.2 0.0 0.0
N 2.948 -0.615 1.511 0.0 -0.1 0.2
C 3.566 -1.727 2.214 0.1 -0.2 0.2
C 3.813 0.200 0.811 -0.1 0.2 -0.1
O 5.005 -0.010 0.805 0.3 -0.2 0.1
N 3.256 1.265 0.124 0.2 0.0 0.0
C 4.172 2.125 -0.598 0.3 0.1 0.0
C 0.148 -1.786 -1.219 0.0 0.0 0.1
C -0.108 -0.737 -2.093 0.0 -0.1 0.0
C 0.932 -0.062 -2.708 0.0 0.0 -0.1
C 2.243 -0.438 -2.474 0.1 0.0 -0.1
C 2.510 -1.487 -1.611 0.0 0.0 -0.1
C 1.470 -2.150 -0.986 -0.1 0.0 -0.1
H -1.691 -3.358 -2.491 0.0 0.1 -0.1
H -2.080 -4.373 -1.089 -0.1 -0.1 0.0
H -0.439 -4.366 -1.753 0.1 -0.1 -0.1
H -0.599 -3.039 0.347 0.0 0.1 -0.1
H -2.189 -0.862 -0.627 0.0 0.0 0.1
H -4.889 -1.355 -0.284 -0.1 0.0 0.0
H -4.923 -1.708 1.446 0.0 0.0 -0.1
H -3.204 0.165 1.770 -0.1 -0.1 0.1
H -4.814 0.676 1.271 0.2 -0.1 0.0
H -3.929 0.878 -0.973 0.0 0.2 -0.2
H -0.461 3.557 -1.212 0.1 0.1 -0.1
H 1.980 3.216 -1.214 0.1 0.1 -0.1
H -0.949 0.225 1.400 0.0 -0.2 0.1
H 2.779 -2.263 2.738 0.1 0.0 -0.1
H 4.066 -2.383 1.502 0.0 0.0 0.0
H 4.306 -1.350 2.919 0.0 -0.1 0.0
H 5.178 1.743 -0.426 -0.2 0.1 -0.1
H 4.107 3.148 -0.226 0.0 0.0 0.0
H 3.957 2.104 -1.666 0.0 0.0 0.0
H -1.123 -0.444 -2.320 -0.1 0.0 0.0
H 0.714 0.751 -3.385 0.0 0.1 -0.1
H 3.053 0.073 -2.973 0.1 0.1 0.0
H 3.532 -1.789 -1.430 0.1 0.0 0.0
H 1.679 -2.971 -0.316 0.0 -0.1 0.1



53
Properties=species:S:1:pos:R:3:forces:R:3 method="wB97M-V/def2-TZVPD" homo_energy_ev="-14.27 / -14.29" homo_lumo_gap_ha="0.243 / 0.235" largest_force_ha_per_bohr=0.0097 e_above_lowest_kcal_mol=0.0 spin_multiplicity=4 charge=+2 e_tot_ha=-1985.49275
Tc -2.064 0.580 -2.551 -0.4 0.1 0.2
S 0.369 0.527 -2.645 -0.2 0.2 0.0
C 0.848 0.128 -1.066 0.0 -0.1 0.0
N 2.075 -0.195 -0.766 0.0 -0.1 0.0
C 2.439 -0.501 0.628 0.0 0.0 0.0
C 1.726 0.474 1.517 -0.1 0.0 0.0
N 0.274 0.331 1.272 0.0 0.1 0.0
C -0.579 0.356 2.490 0.0 0.1 -0.1
C -0.312 -0.877 3.314 0.0 0.0 0.0
C -0.584 -2.140 2.791 0.0 0.0 0.0
C -0.325 -3.272 3.546 0.0 0.0 0.0
C 0.199 -3.146 4.828 0.0 0.0 0.0
C 0.465 -1.891 5.352 0.0 0.0 0.0
C 0.214 -0.754 4.594 0.0 0.0 0.0
C -0.160 0.167 0.064 -0.1 0.0 0.0
S -1.842 -0.030 -0.267 0.1 -0.1 -0.1
C 3.194 -0.239 -1.744 -0.1 -0.1 0.1
C 4.158 0.883 -1.457 0.0 0.0 0.0
C 3.739 2.208 -1.565 0.0 0.0 0.0
C 4.625 3.237 -1.293 0.0 0.0 0.0
C 5.932 2.948 -0.916 0.0 0.0 0.0
C 6.352 1.631 -0.813 0.0 0.0 0.0
C 5.464 0.597 -1.079 0.0 0.0 0.0
H 3.518 -0.404 0.720 0.0 0.1 0.0
H 2.143 -1.529 0.851 0.1 0.0 0.0
H 2.010 1.504 1.288 0.0 0.0 0.1
H 1.906 0.267 2.568 0.0 -0.1 0.0
H -1.615 0.448 2.176 0.0 0.0 0.0
H -0.300 1.259 3.033 0.0 0.0 0.0
H -1.015 -2.242 1.800 0.0 0.0 0.0
H -0.543 -4.252 3.146 0.0 0.0 0.0
H 0.394 -4.030 5.419 0.0 0.0 0.0
H 0.865 -1.792 6.352 0.0 0.0 0.0
H 0.414 0.228 5.007 0.0 0.0 0.0
H 2.773 -0.196 -2.744 0.0 0.0 0.0
H 3.673 -1.210 -1.612 0.0 0.0 0.0
H 2.729 2.439 -1.887 0.0 0.0 0.0
H 4.305 4.266 -1.389 0.0 0.0 0.0
H 6.625 3.753 -0.712 0.0 0.0 0.0
H 7.371 1.406 -0.530 0.0 0.0 0.0
H 5.796 -0.433 -1.009 0.0 0.0 0.0
O -2.220 2.188 -2.985 0.1 -0.2 -0.1
C -7.317 -0.784 -1.939 0.0 0.0 0.0
N -6.507 -0.361 -3.097 0.0 0.2 0.0
C -7.196 0.210 -4.273 0.0 0.0 0.0
C -5.250 -0.119 -2.935 -0.1 -0.2 0.0
N -4.107 0.045 -2.805 0.5 0.1 0.1
H -8.132 -1.399 -2.312 0.0 0.0 0.0
H -7.720 0.085 -1.419 0.0 0.0 0.0
H -6.704 -1.376 -1.266 0.0 0.0 0.0
H -8.014 -0.457 -4.531 0.0 0.0 0.0
H -6.502 0.262 -5.107 0.0 0.0 0.0
H -7.585 1.202 -4.043 0.0 0.0 0.0



55
Properties=species:S:1:pos:R:3:forces:R:3 method="wB97M-V/def2-TZVPD" homo_energy_ev="-10.61 / -10.62" homo_lumo_gap_ha="0.317 / 0.187" largest_force_ha_per_bohr=0.0573 e_above_lowest_kcal_mol=22.0 spin_multiplicity=5 charge=+1 e_tot_ha=-1839.83729
Pd -0.160 1.027 0.011 0.7 -1.7 -0.6
N -1.615 -5.884 -4.049 0.1 -0.4 -0.1
C -1.705 -4.709 -3.391 -0.1 0.4 0.1
C -2.882 -3.939 -3.454 0.1 -0.1 0.1
C -2.961 -2.729 -2.802 -0.1 0.0 0.1
C -1.860 -2.263 -2.098 0.1 0.9 0.4
C -0.691 -3.005 -2.022 0.1 -0.2 -0.2
C -0.614 -4.226 -2.646 -0.1 0.1 0.0
S -1.853 -0.654 -1.379 -0.9 -1.4 -1.0
O -3.107 0.011 -1.509 -0.2 -0.2 -0.1
O -0.708 0.061 -1.983 0.3 0.4 0.1
N -1.465 -0.679 0.183 -0.4 1.8 -1.0
C -0.734 -1.528 0.906 1.5 -1.7 1.8
N -0.938 -2.845 0.893 -0.6 0.5 -0.4
C -0.281 -3.572 1.774 0.4 0.1 0.4
C 0.615 -3.021 2.683 0.0 0.2 -0.2
C 0.833 -1.652 2.576 0.1 -0.5 0.2
N 0.175 -0.907 1.707 -0.7 0.2 -0.7
H -2.384 -6.231 -4.594 0.0 0.0 0.0
H -0.785 -6.448 -3.984 -0.1 0.1 -0.1
H -3.721 -4.311 -4.023 -0.1 0.0 0.0
H -3.859 -2.133 -2.827 -0.1 0.0 -0.1
H 0.152 -2.618 -1.473 0.2 0.0 0.0
H 0.285 -4.817 -2.577 0.1 -0.1 0.0
H -0.478 -4.635 1.745 0.0 -0.1 0.1
H 1.124 -3.622 3.417 0.1 0.0 0.1
H 1.539 -1.130 3.211 0.1 -0.1 0.0
C 3.370 0.973 -2.916 0.2 -0.2 0.3
C 2.218 1.304 -2.020 0.2 0.3 -0.5
C 1.299 2.395 -2.458 -0.4 0.0 0.1
O 2.017 0.674 -0.992 -0.7 0.0 0.6
H 3.780 1.860 -3.389 0.0 0.1 0.0
H 2.987 0.321 -3.704 0.0 0.0 -0.1
H 4.151 0.442 -2.376 -0.1 -0.1 0.0
H 1.662 2.948 -3.318 0.1 0.0 0.0
H 1.112 3.075 -1.618 0.1 -0.1 -0.2
H 0.343 1.916 -2.710 0.1 0.2 0.0
C -1.911 1.887 2.449 0.1 -0.1 -0.1
C -0.780 2.724 2.956 0.0 -0.2 -0.2
C -0.644 3.040 4.285 -0.1 0.0 0.0
C 0.416 3.809 4.760 -0.1 0.0 -0.1
C 1.375 4.296 3.875 0.0 0.0 -0.1
C 1.323 4.002 2.536 0.1 -0.1 0.0
C 2.346 4.484 1.564 -0.1 0.0 0.0
C 0.266 3.144 2.037 0.1 0.7 1.3
N 0.292 2.743 0.816 0.1 0.8 0.1
H -2.716 1.843 3.179 0.0 0.0 0.0
H -1.565 0.857 2.275 -0.1 0.2 0.1
H -2.318 2.279 1.508 0.0 -0.1 0.2
H -1.391 2.692 4.985 -0.1 0.0 0.0
H 0.478 4.050 5.811 0.0 0.0 0.1
H 2.179 4.915 4.243 0.1 0.1 0.0
H 3.087 5.109 2.055 0.0 0.0 -0.1
H 1.864 5.051 0.768 0.1 0.1 -0.1
H 2.836 3.625 1.105 0.2 0.0 -0.1



56
Properties=species:S:1:pos:R:3:forces:R:3 method="wB97M-V/def2-TZVPD" homo_energy_ev=-8.42 homo_lumo_gap_ha=0.293 largest_force_ha_per_bohr=0.0330 e_above_lowest_kcal_mol=71.7 charge=0 e_tot_ha=-1842.29173
C -2.714 -0.542 3.307 0.0 0.4 0.1
C -2.431 0.638 4.235 0.1 -0.4 0.0
O -3.029 1.838 3.794 -0.1 0.2 -0.1
C -2.487 2.528 2.752 0.0 0.2 -0.2
C -3.203 3.652 2.333 -0.1 -0.1 0.1
C -2.736 4.420 1.288 0.0 -0.2 0.2
C -1.559 4.098 0.631 0.2 0.1 -0.2
C -0.843 2.985 1.045 -0.4 0.3 0.0
N 0.341 2.566 0.429 0.0 -0.3 0.4
C 0.905 2.976 -0.742 0.5 -0.4 0.0
O 0.536 3.913 -1.411 -0.1 0.2 -0.2
C 2.034 2.035 -1.142 -0.1 0.2 -0.3
C 3.029 2.616 -2.142 0.0 0.0 0.3
C 4.093 1.557 -2.434 -0.2 0.0 -0.1
C 3.451 0.266 -2.946 0.7 0.0 -0.1
N 2.390 -0.213 -2.079 0.3 -0.7 0.7
S 2.812 -1.128 -0.745 -0.6 -0.3 -0.3
O 2.744 -0.372 0.480 -0.2 0.0 0.0
O 4.012 -1.844 -1.045 0.1 0.0 -0.3
C 1.421 -2.262 -0.736 0.4 0.4 0.2
C 0.485 -2.194 0.278 0.1 0.1 0.1
C -0.609 -3.041 0.268 -0.1 -0.2 -0.2
C -0.744 -3.957 -0.771 0.8 0.5 -0.1
N -1.833 -4.830 -0.819 -1.4 -0.6 0.7
C -2.902 -4.988 0.011 0.5 0.0 -0.5
N -3.653 -5.942 -0.462 -0.6 0.3 0.9
N -3.058 -6.370 -1.572 -0.3 -0.7 -0.6
N -1.995 -5.737 -1.801 1.2 0.4 -0.6
C 0.207 -4.029 -1.788 0.0 0.0 0.1
C 1.291 -3.173 -1.768 -0.1 -0.1 0.0
C 1.395 0.785 -1.771 -0.3 0.2 0.4
C -1.303 2.205 2.107 0.0 -0.1 0.2
H -3.788 -0.688 3.217 -0.1 -0.1 0.0
H -2.310 -0.361 2.313 0.0 0.0 -0.1
H -2.265 -1.443 3.718 0.0 -0.1 0.0
H -2.885 0.453 5.212 0.1 0.0 -0.1
H -1.351 0.771 4.378 -0.1 0.0 0.0
H -4.119 3.895 2.846 -0.1 0.0 0.1
H -3.296 5.287 0.974 -0.1 0.1 0.0
H -1.200 4.692 -0.192 0.0 0.0 0.0
H 0.790 1.779 0.880 0.0 0.1 -0.2
H 2.578 1.719 -0.247 -0.1 0.1 -0.1
H 3.491 3.514 -1.730 0.0 0.0 -0.1
H 2.505 2.899 -3.057 0.0 0.1 0.0
H 4.802 1.922 -3.178 0.1 0.0 0.0
H 4.642 1.334 -1.516 0.1 0.0 0.0
H 4.188 -0.535 -3.004 0.0 0.1 -0.2
H 3.011 0.425 -3.936 0.0 -0.1 0.1
H 0.634 -1.482 1.075 -0.1 0.1 0.1
H -1.340 -2.986 1.059 -0.1 0.0 0.1
H -3.094 -4.426 0.898 0.0 0.2 0.2
H 0.074 -4.756 -2.574 0.0 0.0 -0.1
H 2.046 -3.205 -2.536 0.0 -0.1 -0.2
H 0.672 0.323 -1.095 -0.2 0.2 -0.1
H 0.880 1.060 -2.697 0.0 0.0 0.1
H -0.711 1.353 2.409 0.0 -0.1 0.1



47
Properties=species:S:1:pos:R:3:forces:R:3 method="wB97M-V/def2-TZVPD" homo_energy_ev="-10.68 / -10.14" homo_lumo_gap_ha="0.212 / 0.130" largest_force_ha_per_bohr=0.0684 e_above_lowest_kcal_mol=12.3 charge=+1 e_tot_ha=-1061.78712
C 2.023 -1.504 -3.217 0.6 -0.7 -1.3
C 3.144 -1.949 -2.366 0.4 0.1 1.0
C 1.085 -2.519 -3.732 -1.0 -0.6 0.2
C 2.129 -0.227 -3.943 -0.4 0.9 0.2
H 1.468 -3.030 -4.649 0.1 0.5 0.5
H 0.111 -2.076 -4.008 0.5 -0.2 0.0
H 0.891 -3.315 -2.991 0.2 0.4 -0.5
H 3.888 -2.545 -2.923 -0.2 0.2 -0.3
H 2.809 -2.602 -1.552 0.0 0.1 -0.3
H 3.688 -1.102 -1.918 -0.1 -0.3 -0.2
H 2.649 -0.325 -4.916 0.0 -0.4 0.4
H 2.668 0.541 -3.368 0.0 -0.2 -0.2
H 1.138 0.178 -4.195 0.3 -0.2 0.0
C -0.448 -1.736 1.450 -0.1 -0.1 -0.6
C -0.761 -2.406 0.229 0.3 -0.1 -0.1
C 0.417 -3.017 -0.261 0.1 0.3 0.4
H -1.758 -2.526 -0.195 0.4 0.1 0.2
C 1.483 -2.696 0.645 -0.4 0.3 0.4
C 0.939 -1.911 1.709 0.7 -0.1 -0.7
H 1.479 -1.546 2.589 -0.2 -0.2 -0.5
H -1.169 -1.254 2.109 0.3 -0.1 -0.3
H 0.484 -3.709 -1.103 -0.1 0.3 0.4
H 2.509 -3.060 0.585 -0.3 0.1 0.1
C -0.801 2.127 -1.434 -0.4 -0.3 0.4
C -1.721 1.237 -0.824 0.2 0.0 -0.6
C -1.881 0.101 -1.677 -0.2 0.5 0.6
H -2.292 1.422 0.080 0.3 -0.2 -0.1
C -1.113 0.306 -2.841 1.2 0.9 -0.5
C -0.427 1.559 -2.693 -0.2 -1.1 -0.3
H 0.207 2.036 -3.435 -0.2 0.0 0.1
H -0.473 3.097 -1.036 -0.2 -0.6 -0.3
H -2.560 -0.730 -1.503 0.2 0.3 0.0
H -1.121 -0.318 -3.742 0.0 0.3 0.5
Pb 1.011 -0.067 -0.679 -2.1 -0.4 0.4
N 0.128 1.221 1.296 -1.2 1.3 3.0
C -0.424 1.609 2.255 1.9 -0.8 -1.9
C -1.009 2.137 3.442 -0.7 0.6 1.3
C -1.043 3.534 3.636 0.1 0.2 -0.3
C -1.737 4.089 4.714 -0.1 -0.1 -0.2
C -2.415 3.261 5.617 0.5 0.0 -0.3
C -2.252 1.876 5.528 0.0 0.0 -0.3
C -1.554 1.317 4.455 0.0 -0.2 -0.3
H -0.497 4.178 2.931 -0.5 -0.3 0.3
H -1.770 5.180 4.837 0.0 -0.6 -0.1
H -3.025 3.700 6.404 0.2 -0.1 -0.1
H -2.687 1.232 6.295 0.1 0.1 -0.3
H -1.411 0.234 4.392 -0.2 0.4 0.0